Density functional theory data (wB97M-V/def2-TZVPD) for a molecular structure, C31H50BrN6S2Si2TcTe.

XYZ file:
```
94
Properties=species:S:1:pos:R:3:mulliken_charge:R:1
N 3.27 0.99 2.22 0.315
H -2.61 -3.76 0.75 0.544
H -1.03 -7.30 2.74 0.355
N -2.85 -0.75 3.81 -0.331
C 0.75 4.18 -0.09 -0.569
H 2.86 -0.54 3.60 0.374
H 0.23 0.50 -4.32 0.541
C -0.11 2.91 3.23 0.432
C 2.66 1.13 1.04 -0.195
S -2.09 -0.38 1.31 -0.214
C -0.47 1.03 -3.68 -1.452
H -3.46 3.38 -5.02 0.463
C -2.14 0.00 2.98 0.370
C 4.13 2.97 0.30 -1.400
Tc -0.77 1.62 0.64 -0.529
H 1.79 -3.42 -4.22 0.470
H -5.11 4.50 -3.58 0.440
H -4.93 4.30 -1.11 0.471
H 1.19 -1.77 -4.26 0.236
C 1.67 5.74 1.47 -0.884
H -2.58 -6.56 2.31 0.350
C 1.09 -2.72 -3.74 -0.898
N -1.46 1.04 3.55 -0.921
C 1.02 -5.41 0.88 -1.001
H -2.95 -0.55 4.79 0.198
N -0.72 1.88 2.75 1.244
H -0.18 -3.00 2.70 0.025
H 0.98 3.57 4.94 0.439
H 1.33 5.21 3.53 0.519
N 3.24 1.82 0.06 0.281
H -2.62 -3.07 -2.27 0.629
S 1.18 0.23 0.75 -0.010
H 0.39 0.22 -1.89 0.493
C 2.60 0.50 3.42 -0.945
H 1.44 -2.58 -2.71 0.279
H -1.74 -5.58 -3.57 0.348
C -0.37 0.89 -2.28 0.136
C -1.56 -6.74 1.96 -1.009
C -1.17 1.59 -1.40 0.411
H 1.01 -6.09 0.02 0.341
H 5.23 0.96 1.43 0.408
H -0.87 -3.15 -6.27 0.368
C -3.40 3.29 -3.95 -1.099
H -1.52 -3.83 3.52 0.244
H 5.02 2.09 2.79 0.359
H -2.04 -4.85 -0.53 0.565
Br -3.00 2.97 0.68 -0.051
C -1.43 1.83 -4.23 -1.094
Te -0.66 -2.62 -0.59 -0.180
H 2.20 6.65 1.70 0.475
C -2.35 2.51 -3.39 1.089
H -1.60 -7.37 1.07 0.334
H 3.82 3.77 -0.37 0.506
C -1.67 -2.56 -2.42 -0.632
C -0.55 -3.98 3.03 -0.641
C -1.72 -4.21 0.29 -0.792
C -4.21 3.81 -1.75 -0.755
H -0.29 -5.46 -2.55 0.146
H 0.14 -4.36 3.79 0.426
C -3.18 3.08 -1.23 0.913
H 0.52 3.86 -1.09 0.625
H 2.64 0.57 -1.52 0.426
Si -0.68 -5.16 1.59 0.036
C -0.03 3.29 4.67 -2.006
H -0.14 -5.75 -4.28 0.376
H 2.15 2.26 -1.71 0.303
H -1.85 -1.51 -2.67 0.280
H -2.46 -3.33 -5.53 0.348
H -1.58 1.26 4.52 0.197
H 1.73 5.99 -0.66 0.536
C -1.48 -2.85 -5.41 -1.008
H -3.43 -1.48 3.43 0.248
C -0.71 -5.20 -3.53 -0.844
H -0.33 2.50 5.35 0.560
H 1.52 0.58 3.31 0.179
H 1.48 -4.47 0.56 0.341
H 3.85 1.79 -1.92 0.462
Si -0.65 -3.38 -3.85 0.124
N 0.32 3.38 0.89 0.545
C 1.20 4.92 2.50 -0.833
C -4.31 3.92 -3.15 -0.661
H 5.05 0.35 3.08 0.426
H 2.93 1.10 4.27 0.391
H 4.02 3.32 1.32 0.417
C 1.42 5.37 0.17 -1.074
H -0.67 4.16 4.86 0.364
C 4.73 1.12 2.38 -1.230
H -1.63 -1.77 -5.45 0.310
C 2.94 1.60 -1.35 -1.238
C 0.52 3.76 2.18 0.926
C -2.22 2.39 -1.99 1.316
H 5.17 2.73 0.10 0.379
H 1.69 -5.86 1.62 0.391
H -1.51 1.95 -5.30 0.454
```

As for the spin multiplicity: 4. The calculation puts the energy relative to the best compared isomer or geometry (same formula, charge and spin) at 0.000 eV. The HOMO-LUMO gap (spin up / spin down) comes out at 6.40 / 5.69 eV. The charge is +3. The calculation puts the LUMO energy (spin up / spin down) at -8.48 / -9.55 eV. Its HOMO energy (spin up / spin down) is -0.54674 / -0.55985 hartree.